Version one
C2H10N4 | ωB97M-V/def2-TZVPD

Geometry (Å):
C1 1.29623 -0.00056 -0.16897
C2 -1.34226 -0.67676 1.13767
N1 1.59591 0.62989 0.95371
N2 2.07406 -0.41655 -1.06749
N3 -0.80217 -0.48431 -0.14329
N4 -1.50206 0.49656 -1.02369
H1 -2.46335 -0.39612 1.09562
H2 -0.91365 -0.19264 1.97782
H3 -1.22783 -1.76997 1.41965
H4 2.50563 0.41249 1.29226
H5 1.10313 1.33416 1.46933
H6 3.01871 -0.26691 -1.00258
H7 1.77996 -0.96329 -1.81904
H8 -1.61966 1.53600 -0.85334
H9 -2.42123 0.20418 -1.32287
H10 -1.08141 0.55382 -1.94478

Results
Gap between HOMO and LUMO (spin up / spin down) ... 0.3160 / 0.3162 Eh
2S+1 ... 1
Total charge ... +2

natural (NBO) population analysis, charges in e, atoms 1 to 6: atom 1 (C): 0.7396, atom 2 (C): -0.5079, atom 3 (N): -0.7611, atom 4 (N): -0.6823, atom 5 (N): -0.1886, atom 6 (N): -0.5686

=====

Version two
C2H10N4 | ωB97M-V/def2-TZVPD

Geometry (Å):
C1 -1.55056 0.83082 1.13038
C2 1.15241 -0.96103 -0.72297
N1 -2.81438 1.25517 0.85485
N2 0.60942 -1.28906 -1.82950
N3 -1.03419 0.65462 2.29389
N4 2.61077 -0.51234 -0.78034
H1 -0.92430 0.39637 0.36324
H2 -3.32816 1.58671 1.65106
H3 -3.22316 1.41813 -0.12149
H4 -0.38160 -1.41065 -1.82682
H5 0.95358 -1.23403 -2.80375
H6 -0.14808 0.25123 2.41568
H7 -1.43980 0.89052 3.24061
H8 2.69586 0.14961 0.00251
H9 3.24312 -1.33311 -0.58601
H10 2.98088 -0.10618 -1.56727

Results
Gap between HOMO and LUMO ... 0.3985 Eh
2S+1 ... 1
Total charge ... +2

natural (NBO) population analysis, charges in e, atoms 1 to 6: atom 1 (C): 0.3958, atom 2 (C): 0.2208, atom 3 (N): -0.7203, atom 4 (N): -0.6883, atom 5 (N): -0.6838, atom 6 (N): -0.7574

=====

Which one sits at the bottom of the stability order? version one does.

=====

Version one
C4H11N3O2 | ωB97M-V/def2-TZVPD

Geometry (Å):
C1 -1.10034 1.66199 -0.25809
C2 1.26331 1.94925 0.48511
N1 0.11304 1.15346 0.31536
N2 1.06283 3.30794 0.55034
N3 2.34018 1.30923 0.69789
H1 0.49161 0.31516 -0.14400
H2 -0.92733 2.02247 -1.28174
H3 -1.61006 2.35723 0.39374
H4 0.19462 3.55801 0.09595
H5 1.07570 3.78910 1.44423
H6 0.99272 -1.85005 -1.53196
H7 3.19646 1.82093 0.89956
H8 -1.76070 0.81646 -0.44845
C3 -0.99347 -3.73908 0.06894
C4 -0.58400 -2.42615 -0.51204
O1 -1.14377 -1.35326 -0.54202
O2 0.69518 -2.57136 -0.96142
H9 -0.46505 -3.69188 1.02526
H10 -0.78618 -4.59317 -0.56519
H11 -2.05474 -3.83629 0.26852

Results
Gap between HOMO and LUMO (spin up / spin down) ... 0.3984 / 0.2230 Eh
2S+1 ... 2
Total charge ... +1

natural (NBO) population analysis, charges in e, atoms 1 to 6: atom 1 (C): -0.5000, atom 2 (C): 0.5206, atom 3 (N): -0.2823, atom 4 (N): -0.7926, atom 5 (N): -0.4041, atom 6 (H): 0.4339

=====

Version two
C4H11N3O2 | ωB97M-V/def2-TZVPD

Geometry (Å):
C1 -1.84485 -0.31465 -2.75601
C2 -1.20351 0.22692 -0.44592
N1 -1.05519 1.14628 0.53653
N2 -2.00953 0.47191 -1.48344
N3 -0.47663 -0.89108 -0.32701
H1 -1.28104 2.13401 0.40576
H2 2.66792 -2.15476 1.73320
H3 -2.63460 1.25294 -1.55454
H4 0.15643 -0.92378 0.46668
H5 -0.90210 -1.72793 -0.69255
H6 -1.40337 0.36325 -3.47934
H7 -2.85315 -0.68012 -2.96852
H8 -1.23717 -1.19727 -2.61679
C3 1.61188 0.84761 1.92642
C4 2.62847 -0.20537 1.78289
O1 2.00623 -1.44817 1.71360
O2 3.81216 -0.13759 1.79403
H9 0.65351 0.47928 2.29287
H10 1.47500 1.25755 0.92036
H11 1.88950 1.50097 2.75180

Results
Gap between HOMO and LUMO (spin up / spin down) ... 0.3811 / 0.2180 Eh
2S+1 ... 2
Total charge ... +1

natural (NBO) population analysis, charges in e, atoms 1 to 6: atom 1 (C): -0.4262, atom 2 (C): 0.5671, atom 3 (N): -0.3561, atom 4 (N): -0.4800, atom 5 (N): -0.7282, atom 6 (H): 0.3724

=====

Which one sits at the bottom of the stability order? version one does.

=====

Version one
C4H11N3O2 | ωB97M-V/def2-TZVPD

Geometry (Å):
C1 0.53305 3.28510 1.69716
C2 0.01072 2.37968 0.61748
O1 -0.67834 1.36462 1.20046
O2 0.30970 2.33937 -0.54227
H1 1.50750 3.62853 1.35987
H2 0.56502 2.72871 2.61911
H3 -0.16281 4.11777 1.66271
C3 0.57111 -3.10994 -0.38706
C4 -0.53157 -1.02889 -1.00001
N1 -1.60798 -0.20141 -1.05306
N2 -0.48412 -2.08031 -0.13181
N3 0.45217 -0.78927 -1.87060
H4 -2.41631 -0.63935 -0.61054
H5 -1.40064 0.73269 0.80624
H6 -0.75909 -1.76759 0.78045
H7 1.38563 -0.88020 -1.48060
H8 0.29682 -0.08163 -2.57845
H9 0.47707 -3.40106 -1.44320
H10 0.44075 -3.91800 0.33554
H11 1.49131 -2.67881 0.01860

Results
Gap between HOMO and LUMO (spin up / spin down) ... 0.3771 / 0.2110 Eh
2S+1 ... 2
Total charge ... +1

natural (NBO) population analysis, charges in e, atoms 1 to 6: atom 1 (C): -0.7141, atom 2 (C): 0.8146, atom 3 (O): -0.7435, atom 4 (O): -0.5787, atom 5 (H): 0.2507, atom 6 (H): 0.2482

=====

Version two
C4H11N3O2 | ωB97M-V/def2-TZVPD

Geometry (Å):
C1 -1.77698 2.86380 1.62789
C2 -1.94465 0.57634 0.95132
N1 -2.49206 -0.00150 1.97020
N2 -1.63762 1.88254 0.60790
N3 -1.66142 -0.23352 -0.14838
H1 -2.62124 0.37706 2.88190
H2 1.44524 0.32878 -1.95599
H3 -1.16027 2.29343 -0.29338
H4 -2.40918 -1.05056 -0.20357
H5 -0.78833 -0.74777 -0.33573
H6 -0.99928 3.71503 1.35773
H7 -1.59001 2.57129 2.74409
H8 -2.67931 3.41092 1.70784
C3 2.34466 -2.60938 -0.74193
C4 2.50131 -1.26001 -1.23825
O1 1.24559 -0.85521 -1.95488
O2 3.48325 -0.51311 -1.11761
H9 1.50295 -2.96435 -1.37005
H10 1.93815 -2.86558 0.34666
H11 3.32217 -3.07882 -0.90173

Results
Gap between HOMO and LUMO (spin up / spin down) ... 0.3645 / 0.1899 Eh
2S+1 ... 2
Total charge ... +1

natural (NBO) population analysis, charges in e, atoms 1 to 6: atom 1 (C): -0.4704, atom 2 (C): 0.5540, atom 3 (N): -0.3454, atom 4 (N): -0.4765, atom 5 (N): -0.7438, atom 6 (H): 0.3990

=====

Which one sits at the bottom of the stability order? version two does.

=====

Version one
CH2F3NP2 | ωB97M-V/def2-TZVPD

Geometry (Å):
C1 -0.73155 -1.58878 0.40687
N1 0.98646 0.82442 0.11034
F1 1.77111 -1.27976 1.05178
F2 0.61384 2.71356 -1.62894
F3 -0.80908 2.55152 0.04814
P1 0.60374 -0.63089 0.32382
P2 -0.20346 1.48083 -0.89346
H1 -0.50407 -2.65550 0.54454
H2 -1.72699 -1.41540 0.03692

Results
Gap between HOMO and LUMO ... 0.3585 Eh
2S+1 ... 1
SMILES string ... C=[P@]1(F)N=P1(F)F

natural (NBO) population analysis, charges in e, atoms 1 to 6: atom 1 (C): -1.0941, atom 2 (N): -1.3164, atom 3 (F): -0.5201, atom 4 (F): -0.5852, atom 5 (F): -0.5730, atom 6 (P): 2.0013

=====

Version two
CH2F3NP2 | ωB97M-V/def2-TZVPD

Geometry (Å):
C1 1.78748 -0.17847 0.07463
N1 -1.20705 0.34982 -0.11780
F1 -2.72676 2.00004 0.67160
F2 -0.05028 -1.69359 -1.26978
F3 -0.03299 -1.51505 1.14180
P1 -2.42235 1.09625 -0.64387
P2 0.11905 -0.49947 -0.10789
H1 2.04057 0.36115 0.98807
H2 2.49234 0.07932 -0.73676

Results
Gap between HOMO and LUMO (spin up / spin down) ... 0.2323 / 0.2323 Eh
2S+1 ... 1
SMILES string ... C=P(F)(F)/N=P/F

natural (NBO) population analysis, charges in e, atoms 1 to 6: atom 1 (C): -1.1462, atom 2 (N): -1.4155, atom 3 (F): -0.5746, atom 4 (F): -0.5588, atom 5 (F): -0.5562, atom 6 (P): 1.5378

=====

Which one sits at the bottom of the stability order? version two does.